Computed, not measured: the molecule C6H9N, with wB97M-V/def2-TZVPD.

## Properties
Energy = -288.75188 Ha

Structure (XYZ):
```
16
Properties=species:S:1:pos:R:3:forces:R:3
C -0.09449 -0.44992 2.52932 0.9 1.0 1.2
C -1.03039 0.08597 1.45000 0.6 -1.6 -0.9
C -0.34641 0.03954 0.09926 -0.6 0.4 -0.3
C -0.39243 1.10888 -0.85001 2.1 1.1 0.5
C 0.56227 0.83918 -1.80444 -1.4 -0.8 -0.6
N 0.86709 -0.48706 -1.68927 1.1 0.4 0.3
C 0.43189 -0.94198 -0.46563 -0.9 -0.2 -0.2
H -0.56607 -0.86501 3.42252 -0.4 0.0 -0.3
H 0.53018 0.36220 2.92620 -0.1 0.1 -0.1
H 0.65982 -1.15919 2.19937 -0.3 -0.3 -0.4
H -1.34278 1.11602 1.57113 -0.3 0.0 0.5
H -1.86714 -0.61627 1.43391 -0.4 0.5 -0.1
H -0.67437 2.14666 -0.71890 -0.5 -0.3 0.4
H 0.97930 1.46348 -2.57452 -0.1 -0.1 -0.2
H 1.52618 -0.95520 -2.28396 0.0 -0.1 0.1
H 0.50717 -1.97699 -0.18430 0.3 -0.1 0.1
```
Positions in Å, forces in eV/Å.

Atom charges from the natural (NBO) analysis, given in e for atoms 1 to 4: -0.606 -0.420 -0.078 -0.312


Computed, not measured: the molecule C4H5NO, with wB97M-V/def2-TZVPD.

## Properties
Energy = -285.38926 Ha

Structure (XYZ):
```
11
Properties=species:S:1:pos:R:3:forces:R:3
O -1.63729 -1.30970 -1.37950 -0.2 0.2 0.3
C -0.86301 -0.74632 -0.63543 -0.3 -0.2 0.2
C 0.53987 -1.10900 -0.36722 0.4 0.0 -0.2
C 1.15597 -0.11058 0.25370 -1.2 0.1 -0.5
C 0.13790 0.91243 0.73938 0.2 0.0 -0.4
N -1.04312 0.45264 0.02421 -0.3 -0.2 0.0
H 1.10448 -1.88056 -0.86194 -0.4 -0.2 -0.3
H 2.12707 0.03914 -0.14363 1.4 0.5 1.2
H -0.04201 0.93675 1.83127 0.3 -0.2 -0.4
H 0.44507 1.92107 0.44452 -0.1 -0.1 -0.1
H -1.95418 0.87308 0.08289 0.0 0.0 0.1
```
Positions in Å, forces in eV/Å.

Atom charges from the natural (NBO) analysis, given in e for atoms 1 to 4: -0.594 0.622 -0.271 -0.167


Computed, not measured: a cluster of 3 separate species, C4H7NO2 in total, with wB97M-V/def2-TZVPD.

## Properties
Energy = -361.79453 Ha

Structure (XYZ):
```
14
Properties=species:S:1:pos:R:3:forces:R:3
C -1.30712 -1.13842 0.13921 0.1 0.1 0.1
C -0.68330 -0.91163 -1.20983 0.3 0.0 -0.1
C 0.11269 2.00493 0.13854 0.0 -0.1 0.2
N 0.51780 1.58254 1.26195 0.0 0.2 -0.4
C 2.68700 -0.58015 0.54306 0.0 -1.4 0.1
O 2.63738 -1.71291 0.60691 0.1 1.3 -0.1
O 0.48508 -0.65893 -1.39714 -0.5 -0.1 0.1
H -0.70439 -0.67760 0.92632 -0.1 -0.1 -0.1
H -1.37356 -2.21980 0.31576 0.0 0.1 -0.1
H -2.32893 -0.74431 0.16117 0.1 -0.1 0.0
H -1.37049 -0.99944 -2.07803 0.1 0.0 0.0
H -0.95405 1.93512 -0.09462 0.1 0.0 0.0
H 0.74976 2.43351 -0.64315 0.0 -0.1 0.1
H 1.53212 1.68711 1.32987 -0.1 0.0 0.0
```
Positions in Å, forces in eV/Å.

Atom charges from the natural (NBO) analysis, given in e for atoms 1 to 4: -0.741 0.447 -0.037 -0.609


Energy relative to the best compared isomer or geometry (same formula, charge and spin), record by record: 18.9; 15.9; 54.2 kcal/mol
Kohn-Sham gap, record by record: 9.1; 10.5; 11.0 eV